{"formula": "C44H88O25", "method": "ωB97M-V/def2-TZVPD", "total_energy_ev": -98236.93073, "smiles": "CCOC(=O)OC.CCOC(=O)OC.CCOC(=O)OC.CCOC(=O)OC.CCOC(=O)OC.CCOC(=O)OC.CCOC(=O)OC.C1CCOC1.C1CCOC1.C1CCOC1.C1CCOC1", "de_lowest_ev": 4.874, "total_charge": 0, "spin_multiplicity": 1, "orbital_gap_ev": 9.6, "species": ["C", "C", "O", "C", "O", "O", "C", "H", "H", "H", "H", "H", "H", "H", "H", "C", "C", "O", "C", "O", "O", "C", "H", "H", "H", "H", "H", "H", "H", "H", "C", "C", "O", "C", "O", "O", "C", "H", "H", "H", "H", "H", "H", "H", "H", "C", "C", "O", "C", "O", "O", "C", "H", "H", "H", "H", "H", "H", "H", "H", "C", "C", "O", "C", "O", "O", "C", "H", "H", "H", "H", "H", "H", "H", "H", "C", "C", "O", "C", "O", "O", "C", "H", "H", "H", "H", "H", "H", "H", "H", "C", "C", "O", "C", "O", "O", "C", "H", "H", "H", "H", "H", "H", "H", "H", "C", "C", "C", "O", "C", "H", "H", "H", "H", "H", "H", "H", "H", "C", "C", "C", "O", "C", "H", "H", "H", "H", "H", "H", "H", "H", "C", "C", "C", "O", "C", "H", "H", "H", "H", "H", "H", "H", "H", "C", "C", "C", "O", "C", "H", "H", "H", "H", "H", "H", "H", "H"], "coordinates": [[10.0797, -0.8329, -3.5433], [10.4260, -0.3958, -4.9443], [10.8581, -1.4292, -5.8498], [9.8976, -2.2978, -6.4273], [8.7034, -2.1312, -6.2229], [10.4222, -3.2491, -7.1232], [11.8208, -3.5734, -7.0043], [9.7420, 0.0251, -2.9621], [10.9554, -1.2597, -3.0544], [9.3357, -1.6280, -3.5932], [11.2846, 0.2696, -4.8536], [9.5791, 0.1037, -5.4149], [12.4811, -2.8013, -7.3992], [12.0545, -4.4666, -7.5835], [12.0312, -3.7504, -5.9495], [9.8001, 8.5498, -6.9276], [9.8736, 7.4787, -5.8340], [8.9442, 7.6912, -4.7926], [8.9261, 6.8587, -3.7283], [9.6391, 5.8611, -3.5662], [7.9863, 7.2089, -2.8820], [7.8405, 6.4112, -1.6929], [8.7510, 8.7730, -7.1221], [10.2619, 8.2731, -7.8754], [10.3071, 9.4632, -6.6166], [10.8843, 7.4557, -5.4265], [9.7886, 6.4537, -6.1946], [6.9319, 6.7134, -1.1720], [8.6601, 6.4359, -0.9748], [7.7102, 5.3662, -1.9742], [4.0768, 2.1905, -3.3435], [3.7499, 0.9939, -2.5046], [3.8736, 1.4164, -1.1516], [2.9641, 1.0478, -0.2474], [1.9185, 0.3633, -0.4362], [3.4496, 1.4830, 0.8646], [2.7081, 1.3631, 2.1085], [3.4806, 3.0836, -3.1566], [3.8435, 1.9465, -4.3800], [5.0878, 2.5933, -3.4029], [4.4619, 0.2106, -2.7647], [2.7578, 0.7402, -2.8780], [2.3724, 0.3394, 2.2738], [1.8206, 1.9959, 2.1198], [3.3554, 1.6850, 2.9243], [5.1017, -4.9660, -0.9194], [5.5791, -4.9213, 0.4778], [4.5532, -4.6746, 1.4078], [4.8163, -4.3646, 2.7206], [5.9384, -4.1845, 3.1871], [3.6165, -4.3857, 3.3443], [3.5115, -4.3852, 4.7668], [4.6832, -3.9868, -1.1521], [4.2542, -5.5988, -1.1828], [5.9796, -5.1486, -1.5392], [6.3385, -4.1460, 0.5793], [6.1659, -5.8048, 0.7291], [4.1779, -5.1461, 5.1731], [2.4732, -4.7129, 4.8192], [3.5350, -3.4216, 5.2757], [15.5872, -10.9030, -7.4222], [16.8431, -10.1030, -7.8000], [16.3839, -9.0084, -8.5553], [17.2567, -8.1889, -9.1938], [18.4798, -8.2806, -9.1569], [16.5650, -7.3191, -9.9400], [17.2313, -6.6022, -10.9579], [15.1578, -10.3854, -6.5644], [15.8189, -11.8854, -7.0107], [14.8394, -11.0284, -8.2052], [17.4383, -10.7077, -8.4842], [17.3546, -9.7513, -6.9040], [18.1874, -6.2562, -10.5651], [16.5765, -5.8579, -11.4110], [17.3136, -7.3425, -11.7538], [8.5422, -15.1748, -12.1100], [7.9918, -14.6671, -10.8157], [7.7293, -13.2707, -10.8645], [8.5572, -12.3199, -10.4785], [9.6732, -12.5664, -10.0512], [8.0766, -11.1242, -10.7081], [8.8554, -9.9481, -10.3565], [7.8432, -15.1889, -12.9462], [8.8289, -16.2145, -11.9526], [9.4166, -14.6166, -12.4447], [8.8278, -14.7447, -10.1206], [7.1112, -15.1890, -10.4412], [9.5467, -9.8427, -11.1927], [9.3368, -10.1417, -9.3980], [8.2817, -9.0216, -10.3337], [20.7577, 6.0819, 2.5474], [19.3882, 6.7976, 2.3626], [18.7145, 6.0730, 1.3238], [17.4682, 6.3890, 1.0709], [16.8159, 7.2684, 1.7081], [17.0033, 5.6068, 0.0436], [15.6223, 5.6885, -0.1944], [21.4013, 5.9664, 1.6753], [20.6575, 5.0120, 2.7302], [21.2703, 6.4634, 3.4305], [19.5544, 7.8556, 2.1595], [18.8160, 6.7896, 3.2903], [15.1283, 5.1116, 0.5874], [15.4559, 5.2297, -1.1690], [15.2490, 6.7118, -0.1545], [13.4276, 0.0728, -12.5592], [12.3695, 0.9872, -12.0472], [13.2249, 2.2355, -12.1093], [13.9518, 2.1710, -13.3381], [14.1040, 0.8330, -13.7091], [12.9783, -0.8680, -12.8774], [14.1760, -0.1633, -11.8028], [12.0324, 0.8328, -11.0222], [11.4754, 1.1235, -12.6555], [13.9462, 2.2971, -11.2943], [12.5538, 3.0917, -12.0421], [15.1890, 0.7286, -13.7050], [13.5966, 0.5028, -14.6154], [10.2984, -0.3037, 3.7816], [9.4083, 0.8155, 3.3167], [8.8357, 1.3680, 4.6576], [9.9231, 1.1105, 5.5155], [10.6032, -0.1052, 5.2304], [11.1759, -0.2780, 3.1356], [9.8336, -1.2794, 3.6401], [8.5710, 0.5026, 2.6928], [10.0074, 1.6273, 2.9043], [7.9770, 0.8214, 5.0474], [8.5179, 2.4102, 4.6861], [10.1886, -0.9145, 5.8315], [11.6740, 0.0120, 5.3971], [14.0348, -6.5033, 0.4339], [13.7056, -7.7411, 1.1359], [12.7460, -8.4401, 0.2069], [12.0633, -7.3414, -0.4467], [12.9264, -6.2476, -0.5929], [15.0270, -6.6816, 0.0194], [14.1000, -5.6580, 1.1190], [13.2436, -7.6325, 2.1172], [14.5727, -8.3820, 1.2953], [12.0312, -8.9858, 0.8228], [13.2450, -9.1221, -0.4815], [12.4834, -5.2801, -0.3566], [13.2365, -6.1774, -1.6355], [16.7495, -0.0847, -4.4778], [16.8202, -1.6120, -4.5584], [17.6551, -1.9249, -5.7876], [17.3688, -0.9184, -6.6562], [17.1822, 0.2833, -5.9454], [17.5537, 0.1890, -3.7948], [15.7647, 0.2727, -4.1771], [15.8143, -2.0319, -4.5580], [17.3077, -2.0393, -3.6822], [17.5448, -2.9068, -6.2478], [18.7259, -1.8834, -5.5879], [16.3057, 0.8208, -6.3074], [18.0556, 0.9338, -5.9005]], "forces_ev_per_a": [[0.133, -0.950, -0.254], [-0.266, 0.296, -0.344], [-0.413, -1.742, -0.710], [-1.276, 3.146, 2.911], [1.864, -0.518, -0.779], [0.637, -1.086, -1.073], [0.475, 0.130, 0.271], [-0.151, -0.110, -0.054], [0.093, 0.071, 0.070], [-0.278, 0.229, 0.248], [-0.065, 0.099, -0.500], [0.071, 0.175, 0.088], [-0.318, 0.296, 0.188], [-0.671, -0.050, 0.071], [0.178, 0.022, -0.128], [-0.602, 0.037, 0.594], [1.737, -0.929, -0.544], [-0.942, 0.346, 1.181], [1.788, -2.331, -0.546], [-0.918, 1.996, -0.681], [-0.512, 0.902, 0.698], [-0.405, -0.913, -0.005], [0.012, 0.130, -0.107], [0.014, -0.474, 0.214], [-0.186, 0.036, 0.173], [0.089, 0.277, 0.309], [-0.548, 0.041, -0.349], [0.087, 0.387, -0.373], [0.316, 0.461, -0.455], [0.070, 0.020, -0.104], [0.272, 1.262, -1.580], [0.224, 1.079, -1.129], [-0.529, -0.693, -0.403], [-2.898, -2.850, -1.701], [3.274, 2.423, 0.612], [-0.042, 0.813, 2.897], [-0.333, -0.245, -0.309], [-0.403, -0.242, 0.464], [-0.022, -0.168, -0.178], [0.347, -0.553, 0.566], [-0.126, -0.281, 0.548], [-0.214, -0.525, 1.097], [0.189, -0.027, -0.160], [0.077, 0.088, -0.340], [0.202, -0.088, -0.385], [-0.916, 0.977, -0.746], [1.914, -0.006, 1.034], [-1.115, 0.277, 1.555], [1.393, -0.596, -0.574], [-2.423, -0.231, -0.573], [1.301, 0.699, -1.023], [-0.892, -0.753, -0.307], [0.316, 0.303, -0.259], [0.400, -0.698, 0.407], [-0.261, -0.084, -0.236], [-0.062, 0.376, -0.117], [-0.430, -0.480, 0.298], [0.034, 0.336, 0.249], [0.086, -0.218, 0.700], [0.663, 0.117, -0.406], [0.252, 0.372, 1.102], [-0.514, -1.239, -0.557], [-0.306, 2.197, -1.018], [1.511, -0.885, -0.159], [-1.955, 0.172, 0.081], [-1.250, -0.354, 1.392], [0.396, -0.987, -0.613], [-0.530, 0.104, -0.178], [0.359, -0.086, -0.273], [0.291, 0.235, -0.110], [0.607, 0.039, 0.449], [0.335, -0.234, -0.203], [-0.073, 0.237, -0.504], [0.001, 0.293, 0.851], [0.868, 0.142, -0.257], [-0.263, -0.545, -0.892], [1.895, 0.585, 0.785], [-2.527, 1.108, -0.790], [2.691, -1.434, 0.302], [-0.509, 0.504, 0.129], [-1.699, 1.108, 0.002], [0.672, -1.012, -0.476], [-0.249, 0.178, 0.111], [0.180, -0.053, -0.021], [0.041, 0.029, 0.278], [-0.237, -0.434, 0.476], [-0.007, 0.264, -0.176], [0.494, 0.119, 0.432], [0.209, 0.216, -0.239], [-0.687, -0.632, 0.083], [-0.650, -0.743, 0.210], [1.575, -0.639, 0.533], [0.298, 0.076, -0.312], [-2.699, 2.200, 1.290], [1.858, -3.032, -2.393], [1.666, 1.210, 1.423], [-0.841, -0.130, 0.155], [-0.002, 1.200, -0.206], [-0.781, -0.098, 0.507], [0.192, 0.288, -0.311], [-0.256, -0.069, -0.665], [-0.138, -0.348, -0.110], [-0.308, -0.009, -0.124], [-0.045, 0.124, 0.125], [0.127, -0.030, -0.125], [0.073, -2.298, -0.516], [0.636, 1.211, 0.737], [-0.735, 0.896, 0.048], [-1.132, 1.646, -0.095], [0.033, -0.841, 1.365], [0.329, -0.241, -0.196], [-0.195, 0.079, 0.271], [0.130, -0.354, 0.003], [0.181, -0.291, -0.337], [-0.030, -0.113, 0.260], [0.462, 0.508, -0.429], [-0.046, -0.896, -0.587], [0.295, 0.692, -0.520], [0.354, -1.465, -1.822], [-1.600, 1.137, 1.098], [0.606, -1.364, -0.355], [0.751, 1.340, 1.984], [-0.735, 0.914, -0.218], [0.236, -0.300, 0.221], [-0.088, -0.001, -0.199], [0.381, 0.078, -0.447], [-0.225, -0.120, -0.424], [-0.335, -0.437, -0.342], [0.644, 0.148, -0.094], [0.146, -0.078, 0.201], [-0.146, 0.140, 0.390], [1.477, 1.752, -0.418], [-0.231, -2.124, 1.181], [-0.740, 0.829, 0.357], [-0.911, -1.098, 0.082], [0.790, -0.052, 0.194], [-0.020, 0.575, -0.477], [0.219, 0.031, -0.060], [-0.109, 0.331, -0.056], [0.154, 0.093, 0.097], [-0.284, -0.135, -0.515], [-0.068, 0.130, -0.351], [-0.735, -0.245, 0.036], [0.457, -0.082, -0.074], [1.513, -1.025, -0.742], [-0.224, -0.985, 1.128], [0.694, -0.787, 1.052], [-0.719, 1.665, -2.058], [-1.461, 0.533, 1.465], [-0.409, 0.582, 0.199], [0.299, 0.149, -0.035], [0.022, -0.206, -0.478], [-0.063, 0.017, 0.172], [-0.638, 0.064, -0.081], [0.386, 0.006, 0.673], [0.412, 0.117, -0.891], [0.171, -0.137, -0.409]]}

{"formula": "C13H28INO18PS5", "method": "ωB97M-V/def2-TZVPD", "total_energy_ev": -123842.32896, "total_charge": -1, "spin_multiplicity": 1, "orbital_gap_ev": 7.4, "species": ["C", "O", "C", "C", "C", "C", "C", "C", "S", "O", "O", "N", "S", "O", "O", "P", "O", "I", "H", "H", "H", "H", "H", "H", "H", "H", "H", "H", "H", "H", "H", "H", "H", "H", "C", "C", "O", "S", "O", "O", "O", "H", "H", "H", "H", "C", "C", "O", "S", "O", "O", "O", "H", "H", "H", "H", "C", "C", "O", "S", "O", "O", "O", "H", "H", "H", "H"], "coordinates": [[3.2956, 0.6296, -2.5482], [4.6853, 0.8166, -2.8074], [5.3921, -0.4261, -2.7495], [6.1318, -0.6290, -1.3658], [5.5130, -1.7800, -0.4870], [5.3789, -3.1497, -1.2356], [3.9613, -3.7792, -0.9452], [2.8231, -3.0223, -1.7607], [1.1840, -3.7969, -1.3889], [0.5933, -4.1213, -2.7148], [1.5197, -5.0915, -0.6990], [0.1650, -2.9598, -0.3370], [-1.0281, -2.1778, -1.2152], [-0.5692, -0.9143, -1.9035], [-1.8155, -3.0650, -2.1134], [-2.5769, -1.5826, 0.2382], [-3.8772, -1.1745, -0.8035], [-2.0148, 0.4005, 1.5887], [3.1730, 0.2837, -1.4928], [2.7008, 1.5577, -2.6626], [2.8583, -0.1580, -3.2105], [4.6696, -1.2443, -2.9650], [6.1790, -0.3828, -3.5434], [6.0994, 0.3321, -0.7994], [7.1863, -0.9316, -1.5906], [4.5749, -1.4798, 0.0116], [6.2350, -1.9618, 0.3531], [5.5490, -3.0701, -2.3329], [6.1176, -3.8662, -0.8047], [3.9409, -4.8236, -1.3176], [3.6632, -3.7435, 0.1220], [3.0272, -3.2851, -2.8273], [2.8439, -1.9231, -1.6164], [-4.1135, -0.2870, -0.4929], [0.4852, 2.8414, 4.9947], [1.8281, 3.5294, 4.8655], [2.7790, 2.5546, 5.2960], [2.2324, 1.0845, 4.9057], [2.8374, 0.6958, 3.6762], [2.2640, 0.2676, 6.0755], [0.7079, 1.4942, 4.5918], [0.1437, 2.8342, 6.0343], [-0.2669, 3.2997, 4.3664], [1.8980, 4.4277, 5.4756], [2.0439, 3.7792, 3.8238], [-2.3977, 6.0265, 0.5824], [-2.7642, 4.5579, 0.4864], [-1.5149, 3.8602, 0.4320], [-0.4323, 4.6835, 1.3087], [-0.3856, 4.1234, 2.6265], [0.7268, 4.9089, 0.5113], [-1.2582, 6.0668, 1.4339], [-2.1123, 6.4278, -0.3929], [-3.2030, 6.6278, 1.0000], [-3.3575, 4.3394, -0.3987], [-3.3020, 4.2219, 1.3770], [-7.6400, -2.0613, -2.3774], [-7.8921, -3.1144, -1.3148], [-8.1791, -2.3736, -0.1254], [-8.9265, -0.9976, -0.5234], [-10.3350, -1.1836, -0.3699], [-8.2258, 0.0881, 0.0825], [-8.5847, -1.0200, -2.1037], [-6.6344, -1.6433, -2.2888], [-7.7837, -2.4497, -3.3836], [-7.0342, -3.7658, -1.1634], [-8.7701, -3.7192, -1.5574]], "forces_ev_per_a": [[-0.370, -0.573, 0.641], [-0.414, -0.160, -0.299], [0.615, 0.398, 0.383], [-0.676, -0.782, -0.180], [1.321, 0.033, 0.041], [-1.010, -0.231, 1.063], [-0.469, 0.631, -1.062], [1.051, -0.468, 0.368], [-1.333, -4.582, -0.518], [0.999, 1.638, 1.661], [-0.104, 2.945, -0.372], [-0.392, 0.729, -2.227], [1.425, 1.213, -3.456], [-0.510, -2.137, 1.472], [0.534, 1.297, 2.104], [-1.481, -2.048, 0.530], [1.790, 0.547, 1.049], [0.149, 0.237, -0.592], [-0.145, 0.223, -0.601], [0.748, -0.368, -0.084], [0.271, 0.591, 0.344], [0.649, 0.340, 0.064], [-0.762, -0.086, 0.425], [0.229, -0.657, -0.545], [-0.722, 0.467, 0.291], [0.206, -0.070, -0.512], [-0.641, 0.302, -0.526], [-0.098, -0.064, 0.718], [-0.327, 0.526, -0.536], [-0.043, 0.562, 0.560], [0.592, -0.194, -0.505], [-0.672, 0.446, 0.683], [-0.287, -0.748, 0.009], [-0.277, 0.039, -0.390], [-0.346, 0.433, 0.774], [-0.199, 0.239, -0.617], [-0.287, -0.558, 0.330], [-0.095, 0.024, -0.236], [-0.133, -0.165, 0.598], [0.217, 0.290, -0.541], [0.713, -0.121, -0.100], [0.080, 0.018, 0.022], [0.077, -0.306, 0.099], [0.150, -0.166, 0.135], [-0.091, 0.038, 0.023], [-0.215, 0.040, -0.641], [-0.494, -0.054, 0.347], [0.695, 0.868, 0.232], [-0.488, -0.048, -0.380], [0.328, 0.467, -1.054], [-0.433, -0.355, 0.695], [0.248, -0.511, 0.227], [-0.053, -0.015, -0.004], [0.153, -0.010, 0.168], [0.228, -0.162, -0.048], [-0.032, 0.033, -0.052], [0.708, -0.118, 0.039], [-0.290, -0.328, -0.419], [-0.020, 0.789, -0.158], [0.225, -0.307, -0.201], [0.624, 0.382, -0.007], [-0.557, -0.470, -0.096], [-0.434, -0.185, 0.645], [-0.001, -0.084, -0.006], [-0.194, 0.168, 0.030], [0.025, 0.180, 0.230], [0.044, -0.003, -0.032]]}